(1)
Density functional theory data (ωB97M-V/def2-TZVPD) for a molecular structure, C20H8ClF5IN5O2S3Ti.

Summary:
- Relative energy (zero: lowest compared OMol25 entry of this formula, charge and spin): 0.00 kJ/mol
- Total charge: -1
- Largest force on an atom: 0.7 eV Å⁻¹
- Spin multiplicity: 2

Last column: Mulliken spin population.
Atoms and positions in Å:
Ti -0.13 1.00 0.69  0.98
S -1.08 3.32 0.78  -0.02
C -2.55 2.51 0.40  -0.01
S -2.41 1.01 -0.45  -0.01
C -3.78 2.97 0.85  0.01
C -3.93 4.22 1.54  0.00
N -4.06 5.21 2.11  0.00
C -4.95 2.15 0.73  0.00
N -5.89 1.48 0.70  0.00
Cl 1.84 -1.76 -5.42  0.00
C 1.34 -1.51 -3.77  0.00
C 1.02 -2.58 -3.00  -0.01
C 0.61 -2.40 -1.66  0.01
I 0.15 -4.03 -0.44  0.00
C 0.52 -1.15 -1.09  0.00
O 0.16 -0.90 0.14  0.00
C 0.85 -0.03 -1.93  0.00
N 0.74 1.18 -1.32  -0.03
C 1.03 2.26 -2.00  0.04
C 1.45 2.20 -3.34  -0.01
C 1.57 1.00 -3.97  0.02
C 1.27 -0.19 -3.26  -0.01
H 1.08 -3.57 -3.41  0.00
H 0.91 3.20 -1.48  0.00
H 1.68 3.12 -3.86  0.00
H 1.89 0.94 -5.00  0.00
F 3.35 -3.92 1.29  0.00
C 3.01 -2.64 1.47  0.00
C 3.41 -1.68 0.56  0.00
F 4.13 -2.05 -0.51  0.00
C 3.08 -0.36 0.76  0.00
F 3.49 0.51 -0.16  0.00
C 2.32 0.07 1.86  0.01
S 1.79 1.74 2.05  0.00
C 1.96 -0.93 2.77  0.01
F 1.25 -0.62 3.85  0.00
C 2.29 -2.26 2.58  0.00
F 1.92 -3.18 3.47  0.00
N -2.26 -1.59 1.79  0.00
C -2.25 -0.34 2.30  0.00
N -3.39 0.16 2.82  0.00
O -1.18 0.30 2.38  0.00
H -3.14 -1.99 1.49  0.00
H -1.45 -1.83 1.24  0.00
H -4.27 -0.18 2.47  0.00
H -3.36 1.15 2.98  0.00

***

(2)
Density functional theory data (ωB97M-V/def2-TZVPD) for a molecular structure, C20H8F5N2OPtSSe.

Summary:
- Energy: -4369.77630 Eh
- Total charge: -1
- Largest force on an atom: 0.9 eV Å⁻¹
- Spin multiplicity: 1

Last column: Löwdin charge in e.
Atoms and positions in Å:
Pt 1.00 0.52 0.44  0.68
O -1.02 0.65 0.60  -0.34
N -1.41 1.78 1.19  -0.22
C -2.34 1.68 2.16  -0.03
C -2.85 2.79 2.76  -0.07
C -2.37 4.04 2.33  -0.08
C -1.42 4.12 1.36  -0.09
C -0.88 2.96 0.76  -0.72
S 0.37 2.97 -0.39  0.58
H -2.61 0.66 2.39  0.14
H -3.59 2.69 3.53  0.10
H -2.75 4.95 2.79  0.10
H -1.03 5.07 1.03  0.10
N 0.91 -1.83 10.05  0.13
C 0.93 -1.62 8.92  -0.20
C 0.94 -1.37 7.50  -0.25
C -0.19 -0.85 6.87  -0.04
C -0.16 -0.57 5.52  -0.03
C 1.00 -0.79 4.77  -0.25
C 2.12 -1.33 5.41  -0.02
C 2.10 -1.61 6.76  -0.03
C 1.05 -0.46 3.38  -0.12
C 1.09 -0.17 2.21  -0.27
H -1.09 -0.67 7.45  0.11
H -1.03 -0.16 5.03  0.11
H 3.02 -1.52 4.83  0.12
H 2.97 -2.02 7.25  0.12
F 4.97 -4.09 -2.57  0.05
C 4.00 -3.19 -2.16  -0.32
C 3.20 -3.63 -1.00  -0.08
F 2.82 -4.88 -0.83  0.16
C 2.84 -2.59 -0.20  -0.24
F 2.04 -2.69 0.86  0.09
C 3.44 -1.39 -0.71  -0.46
Se 3.31 0.30 -0.11  0.82
C 4.19 -1.73 -1.93  -0.44
F 5.36 -1.03 -2.10  0.03
C 3.42 -2.22 -3.13  -0.08
F 2.04 -2.08 -3.07  -0.06

***

(3)
Density functional theory data (ωB97M-V/def2-TZVPD) for a molecular structure, C21H10Br6CoNO3.

Summary:
- Relative energy (zero: lowest compared OMol25 entry of this formula, charge and spin): 0.00 kJ/mol
- Total charge: -1
- Largest force on an atom: 0.3 eV Å⁻¹
- Spin multiplicity: 4

Last column: Mulliken spin population.
Atoms and positions in Å:
Co 0.52 -0.48 0.44  2.75
C -2.07 -1.98 2.87  0.00
C -0.85 -2.30 3.44  0.01
C 0.19 -2.76 2.65  -0.01
C 0.01 -2.90 1.28  0.02
C -1.21 -2.57 0.70  -0.02
C -2.25 -2.11 1.50  0.01
H -2.87 -1.59 3.49  0.00
H -0.70 -2.16 4.51  0.00
H 1.15 -3.00 3.10  0.00
H 0.81 -3.27 0.64  0.00
H -1.33 -2.67 -0.37  0.00
H -3.20 -1.85 1.06  0.00
Br 6.24 -0.67 -3.41  0.00
C 4.47 -0.94 -2.79  0.00
C 3.52 -1.53 -3.61  0.01
Br 3.96 -2.08 -5.36  0.00
C 2.21 -1.71 -3.12  0.01
Br 0.85 -2.50 -4.18  0.00
C 1.84 -1.33 -1.84  -0.01
O 0.64 -1.49 -1.34  0.03
C 2.83 -0.70 -1.00  -0.02
O 2.44 -0.33 0.20  0.09
C 4.11 -0.53 -1.49  0.02
Br 5.36 0.28 -0.32  0.00
Br -1.61 1.85 4.41  0.00
C -1.68 2.31 2.58  0.01
C -2.41 3.44 2.18  0.00
C -2.49 3.80 0.86  0.01
Br -3.51 5.33 0.39  0.00
C -1.85 3.03 -0.13  0.00
C -1.87 3.28 -1.52  0.00
C -1.22 2.44 -2.38  0.00
C -0.53 1.33 -1.87  0.00
N -0.48 1.08 -0.59  0.06
C -1.12 1.90 0.29  -0.02
C -0.99 1.51 1.67  0.01
O -0.30 0.47 1.99  0.03
H -2.91 4.03 2.93  0.00
H -2.42 4.14 -1.89  0.00
H -1.24 2.62 -3.45  0.00
H -0.03 0.62 -2.52  0.00

***

(4)
Density functional theory data (ωB97M-V/def2-TZVPD) for a molecular structure, C21H11F5N4ORhSSe.

Summary:
- Relative energy (zero: lowest compared OMol25 entry of this formula, charge and spin): 0.00 kJ/mol
- Total charge: +1
- Largest force on an atom: 0.4 eV Å⁻¹
- Spin multiplicity: 5

Last column: Mulliken spin population.
Atoms and positions in Å:
Rh -0.16 0.15 0.08  2.44
C -2.43 -0.52 2.51  0.01
C -1.06 -0.32 3.09  -0.01
C -0.88 -0.28 4.49  -0.02
C 0.37 -0.14 5.00  0.02
C 1.49 -0.08 4.13  -0.02
C 2.82 0.00 4.61  0.18
C 3.88 -0.01 3.74  -0.04
C 3.65 -0.12 2.37  0.12
C 2.36 -0.18 1.85  0.01
S 2.17 -0.39 0.16  0.75
C 1.24 -0.15 2.75  0.09
N -0.03 -0.22 2.26  0.06
H -3.19 -0.12 3.17  0.00
H -2.61 -1.59 2.39  0.00
H -2.52 -0.06 1.53  -0.01
H -1.74 -0.36 5.13  0.00
H 0.53 -0.09 6.07  0.00
H 2.98 0.06 5.68  0.01
H 4.89 0.04 4.12  0.00
H 4.49 -0.18 1.68  -0.01
F -4.73 -4.70 -0.20  0.00
C -3.95 -3.65 -0.46  0.04
C -2.58 -3.74 -0.28  -0.01
F -2.04 -4.87 0.15  0.00
C -1.80 -2.64 -0.55  0.01
F -0.47 -2.72 -0.33  0.00
C -2.32 -1.42 -1.01  0.01
O -1.56 -0.37 -1.28  0.24
C -3.71 -1.37 -1.14  0.03
F -4.27 -0.21 -1.51  0.00
C -4.51 -2.46 -0.88  -0.01
F -5.83 -2.36 -1.03  0.00
Se -3.46 3.10 0.28  0.01
N -2.60 4.60 -0.02  0.00
C -1.31 4.30 -0.03  0.01
C -0.22 5.19 -0.27  0.00
C 1.03 4.66 -0.27  0.01
C 1.24 3.26 -0.06  -0.01
N 0.28 2.41 0.18  0.07
C -1.00 2.92 0.20  0.00
N -2.01 2.11 0.40  0.02
H -0.40 6.24 -0.45  0.00
H 1.89 5.29 -0.46  0.00
H 2.24 2.85 -0.09  -0.01

***

(5)
Density functional theory data (ωB97M-V/def2-TZVPD) for a molecular structure, C21H12Br2Cl8GeHgN2O3 in a non-equilibrium geometry.

Summary:
- Relative energy (zero: lowest compared OMol25 entry of this formula, charge and spin): 1.33 kJ/mol
- Total charge: -2
- Largest force on an atom: 1.3 eV Å⁻¹
- Spin multiplicity: 1

Last column: Löwdin charge in e.
Atoms and positions in Å:
Hg 0.88 -0.97 -0.80  0.77
O -3.29 -0.13 -3.09  0.04
C -2.87 1.05 -3.58  -0.26
C -3.36 1.43 -4.83  -0.03
C -2.99 2.63 -5.40  -0.11
C -2.12 3.48 -4.73  -0.11
C -1.59 3.09 -3.51  -0.04
C -1.95 1.88 -2.93  -0.11
C -1.30 1.46 -1.68  -0.51
O -1.91 0.59 -0.89  -0.34
N -0.13 1.94 -1.44  0.08
N 0.57 1.40 -0.41  -0.05
C 1.09 2.19 0.46  -0.12
C 1.90 1.78 1.57  -0.17
C 2.44 2.79 2.37  -0.09
C 3.19 2.53 3.49  -0.17
C 3.42 1.20 3.85  -0.13
C 2.91 0.18 3.10  -0.06
C 2.12 0.40 1.93  -0.39
O 1.61 -0.60 1.33  -0.22
H -2.93 -0.24 -2.18  0.05
H -4.02 0.75 -5.34  0.11
H -3.37 2.90 -6.37  0.09
H -1.84 4.43 -5.16  0.09
H -0.89 3.71 -2.98  0.11
H 0.89 3.26 0.37  0.12
H 2.24 3.81 2.09  0.10
H 3.58 3.34 4.09  0.08
H 4.00 0.99 4.75  0.09
H 3.08 -0.85 3.38  0.11
Br 3.10 -0.92 -2.06  -0.34
C -0.07 -2.63 -2.01  -0.77
Br -1.82 -3.49 -1.68  0.39
H 0.62 -3.48 -2.04  -0.06
H -0.16 -2.27 -3.04  -0.06
Cl -1.16 3.24 2.70  0.71
C -0.92 1.59 2.98  -0.75
C -1.45 0.66 2.10  -0.36
C -1.15 -0.68 2.28  -0.71
Cl -1.70 -1.81 1.15  0.68
C -0.37 -1.10 3.36  -0.72
Cl 0.06 -2.74 3.52  0.70
C 0.06 -0.17 4.30  -0.72
Cl 0.91 -0.67 5.68  0.69
C -0.20 1.18 4.10  -0.70
Cl 0.36 2.34 5.23  0.71
Cl -4.14 1.77 2.75  -0.01
Ge -2.93 1.21 0.80  -0.01
Cl -4.54 -0.10 0.17  0.19
Cl -3.13 3.19 -0.09  0.23

***

(6)
Density functional theory data (ωB97M-V/def2-TZVPD) for a molecular structure, C21H12N3OOsS4 in a non-equilibrium geometry.

Summary:
- Relative energy (zero: lowest compared OMol25 entry of this formula, charge and spin): 148.00 kJ/mol
- Total charge: +1
- Largest force on an atom: 4.9 eV Å⁻¹
- Spin multiplicity: 1

Last column: Löwdin charge in e.
Atoms and positions in Å:
Os 0.00 -0.33 -0.03  1.09
C -4.29 -0.67 -0.03  -0.02
C -2.93 -1.00 -0.09  -0.11
N -1.98 -0.08 -0.12  -0.14
C -2.32 1.24 -0.10  -0.15
C -3.67 1.65 -0.05  -0.14
C -4.66 0.65 -0.01  0.03
C -3.97 3.03 -0.01  -0.02
C -2.95 3.94 0.00  -0.05
C -1.61 3.55 -0.05  0.01
C -1.25 2.21 -0.11  -0.19
N 0.00 1.63 -0.16  -0.12
C 1.25 2.21 -0.11  -0.19
C 1.61 3.55 -0.05  0.01
C 2.95 3.94 0.00  -0.05
C 3.97 3.03 -0.01  -0.02
C 3.67 1.65 -0.05  -0.14
C 4.66 0.65 -0.01  0.03
C 4.29 -0.67 -0.03  -0.02
C 2.93 -0.99 -0.09  -0.11
N 1.98 -0.08 -0.12  -0.14
C 2.32 1.24 -0.11  -0.15
H -5.02 -1.46 0.02  0.12
H -2.62 -2.03 -0.11  0.09
H -5.70 0.93 0.05  0.13
H -5.00 3.34 0.03  0.12
H -3.17 5.00 0.05  0.12
H -0.88 4.34 -0.03  0.09
H 0.88 4.34 -0.03  0.09
H 3.18 5.00 0.05  0.12
H 5.00 3.34 0.03  0.12
H 5.70 0.93 0.05  0.13
H 5.02 -1.46 0.02  0.12
H 2.62 -2.03 -0.10  0.09
O -0.19 -5.07 5.06  0.02
C -0.14 -4.24 4.22  -0.97
S -0.11 -4.58 2.47  0.99
C -0.05 -2.92 1.91  -1.08
C -0.05 -1.94 2.89  -1.12
S 0.00 -0.26 2.65  0.76
S -0.10 -2.48 4.55  1.02
S 0.00 -2.70 0.21  0.67

***

(7)
Density functional theory data (ωB97M-V/def2-TZVPD) for a molecular structure, C21H13AsAuF9NO7S in a non-equilibrium geometry.

Summary:
- Relative energy (zero: lowest compared OMol25 entry of this formula, charge and spin): 18.60 kJ/mol
- Total charge: -1
- Largest force on an atom: 1.0 eV Å⁻¹
- Spin multiplicity: 1

Last column: Löwdin charge in e.
Atoms and positions in Å:
Au -1.02 0.10 0.27  1.32
C 2.30 0.35 2.96  -0.03
C 3.37 0.08 2.12  -0.04
C 3.15 -0.17 0.77  0.01
C 1.85 -0.14 0.29  -0.19
N 0.83 0.14 1.13  -0.02
C 1.03 0.37 2.42  -0.08
C 1.42 -0.43 -1.08  -0.17
C 2.28 -0.71 -2.14  -0.03
C 1.77 -1.01 -3.39  -0.08
C 0.39 -1.05 -3.59  -0.06
C -0.49 -0.77 -2.55  -0.07
C 0.04 -0.45 -1.31  -0.18
H 2.44 0.54 4.01  0.11
H 4.38 0.05 2.51  0.11
H 3.97 -0.40 0.11  0.11
H 0.14 0.57 3.01  0.13
H 3.36 -0.69 -1.99  0.10
H 2.44 -1.22 -4.21  0.10
H -0.01 -1.29 -4.56  0.11
H -1.56 -0.77 -2.70  0.10
O -3.81 2.97 -0.70  -0.23
As -2.70 1.97 -1.59  0.89
O -3.14 1.86 -3.15  -0.45
O -2.65 0.41 -0.84  -0.54
C -0.93 2.76 -1.42  -0.26
C -0.25 2.80 -2.63  -0.10
C 1.07 3.23 -2.68  -0.08
C 1.71 3.63 -1.52  -0.08
C 1.03 3.60 -0.31  -0.07
C -0.29 3.18 -0.25  -0.28
S -1.09 3.21 1.36  0.45
O -0.02 3.32 2.32  -0.33
O -2.02 4.32 1.29  -0.31
O -1.83 1.93 1.46  -0.42
H -3.41 3.31 0.12  0.01
H -0.77 2.48 -3.52  0.10
H 1.60 3.24 -3.63  0.10
H 2.74 3.95 -1.54  0.10
H 1.52 3.90 0.61  0.11
F -2.79 -4.56 0.61  0.14
C -2.39 -3.27 0.74  -0.55
F -2.02 -2.86 -0.49  0.14
F -3.47 -2.56 1.08  0.16
C -1.23 -3.06 1.77  -0.38
O -0.87 -1.79 1.84  -0.17
C -1.72 -3.56 3.18  -0.54
F -0.75 -3.42 4.09  0.15
F -2.76 -2.83 3.60  0.16
F -2.10 -4.85 3.21  0.14
C 0.00 -3.92 1.33  -0.54
F -0.23 -5.25 1.26  0.14
F 1.03 -3.75 2.18  0.15
F 0.44 -3.54 0.12  0.15

***

(8)
Density functional theory data (ωB97M-V/def2-TZVPD) for a molecular structure, C21H13Cl3GeN3O8Ti in a non-equilibrium geometry.

Summary:
- Relative energy (zero: lowest compared OMol25 entry of this formula, charge and spin): 92.66 kJ/mol
- Total charge: 0
- Largest force on an atom: 2.7 eV Å⁻¹
- Spin multiplicity: 2

Last column: Mulliken spin population.
Atoms and positions in Å:
Ti -0.04 -0.17 -0.06  0.96
O -4.09 -2.84 0.86  0.00
C -2.91 -2.23 0.67  -0.01
O -2.43 -1.42 1.40  0.01
C -2.24 -2.71 -0.60  0.01
C -2.68 -3.85 -1.25  0.00
C -1.99 -4.30 -2.35  0.00
C -0.89 -3.57 -2.78  0.00
C -0.55 -2.44 -2.08  -0.01
N -1.18 -2.02 -0.99  0.02
C 0.58 -1.52 -2.47  0.01
O 1.30 -1.71 -3.53  0.00
O 0.80 -0.55 -1.78  -0.01
H -4.47 -2.47 1.67  0.00
H -3.55 -4.37 -0.88  0.00
H -2.29 -5.20 -2.87  0.00
H -0.32 -3.89 -3.64  0.00
H 1.11 -2.54 -3.98  0.00
O -2.74 2.43 -1.49  0.01
C -1.77 1.90 -1.02  0.00
O -1.65 0.63 -0.69  0.00
C -0.48 2.64 -0.76  0.04
C -0.25 3.99 -0.94  -0.01
C 1.02 4.47 -0.66  0.02
C 2.01 3.61 -0.20  -0.01
C 1.68 2.28 -0.04  0.04
N 0.47 1.82 -0.31  -0.03
C 2.61 1.19 0.45  0.00
O 3.75 1.37 0.73  0.00
O 1.95 0.04 0.53  -0.04
H -1.05 4.62 -1.30  0.00
H 1.24 5.52 -0.80  0.00
H 3.01 3.93 0.03  0.00
Cl 2.54 -0.43 3.50  0.00
Ge 3.10 -1.55 1.30  0.00
Cl 0.81 -2.45 1.02  0.00
Cl 3.52 -1.91 -1.15  0.00
N -0.33 0.43 2.01  0.00
C -0.47 0.08 3.09  0.00
C -0.69 -0.40 4.43  0.01
C -0.76 -1.77 4.63  0.00
C -0.98 -2.25 5.91  0.00
C -1.13 -1.36 6.97  0.00
C -1.05 0.01 6.75  0.00
C -0.83 0.50 5.48  0.00
H -0.60 -2.44 3.79  0.00
H -1.03 -3.32 6.08  0.00
H -1.31 -1.74 7.97  0.00
H -1.16 0.70 7.58  0.00
H -0.74 1.56 5.29  0.00